#A
Molecular formula: H4N2S2
Method: DFT, ωB97M-V/def2-TZVPD

Summary:
HOMO energy ... -8.768 eV

ORCA input file:
```
! wB97M-V def2-TZVPD RIJCOSX def2/J DEFGRID3
* xyz 0 1
N -0.7599 -0.5135 0.2188
N 0.6227 0.1547 -0.4883
S 2.0235 -0.5956 -0.0121
S 0.4986 1.7422 0.1770
H -0.4948 -1.4850 0.1792
H -1.6056 -0.4122 -0.3220
H 2.3461 0.2155 1.1593
H 0.6315 2.3125 -1.0216
*
```



#B
Molecular formula: H4N2S2
Method: DFT, ωB97M-V/def2-TZVPD

Summary:
HOMO energy ... -8.669 eV

ORCA input file:
```
! wB97M-V def2-TZVPD RIJCOSX def2/J DEFGRID3
* xyz 0 1
N -1.0042 -0.1601 -0.5341
N 0.1068 0.6283 -0.0411
S 1.5818 0.2185 -0.8356
S 0.3402 0.5056 1.6149
H -0.7769 -1.1583 -0.3676
H -1.0012 -0.0516 -1.6213
H 1.4874 -1.0255 -0.4104
H -0.7339 1.0432 2.1951
*
```



#C
Molecular formula: H4N2S2
Method: DFT, ωB97M-V/def2-TZVPD

Summary:
HOMO energy (spin up / spin down) ... -8.443 / -8.002 eV

ORCA input file:
```
! wB97M-V def2-TZVPD RIJCOSX def2/J DEFGRID3
* xyz 0 1
N -2.2281 0.2674 0.5031
N 2.1394 0.0290 -0.6264
S -1.5873 -0.7825 -0.5768
S 1.3117 -0.6962 0.5581
H -1.5316 0.8625 0.8325
H -2.7030 -0.2827 1.2843
H 1.8914 1.0205 -0.6527
H 2.7075 -0.4180 -1.3220
*
```



Relative stability in hartree, measured from the most stable structure: #A 0.0311; #B 0.0059; #C 0.0000



#A
Molecular formula: C2H2N6O
Method: DFT, ωB97M-V/def2-TZVPD

Summary:
HOMO energy ... -10.697 eV

ORCA input file:
```
! wB97M-V def2-TZVPD RIJCOSX def2/J DEFGRID3
* xyz 0 1
C 2.3459 0.0915 -0.2930
C 2.0296 1.4782 -0.4635
N -3.8273 -0.1880 -0.5650
N -4.5606 0.6440 -0.4857
N -0.8106 -1.6703 0.8657
N 1.9316 2.5779 -0.7315
N -0.4994 -0.5348 0.6948
N 0.0914 0.3961 0.7534
O 2.3977 -0.7143 -1.2072
H 2.6800 -0.1263 0.7788
H -1.7783 -1.9538 0.6531
*
```



#B
Molecular formula: C2H2N6O
Method: DFT, ωB97M-V/def2-TZVPD

Summary:
SMILES ... [H]/N=c1\nnnc(O)nn1
HOMO energy ... -10.300 eV

ORCA input file:
```
! wB97M-V def2-TZVPD RIJCOSX def2/J DEFGRID3
* xyz 0 1
H 2.0478 1.3383 1.5769
N 1.4611 1.8774 0.8979
C 1.0960 0.8410 0.0673
N 1.7091 -0.6208 0.0048
N 0.7784 -1.4384 0.5262
N -0.4345 -1.1471 0.7654
C -1.1094 -0.5909 -0.2022
O -2.4595 -0.7712 -0.1695
N -0.6396 0.0705 -1.2769
N 0.3376 0.9365 -1.1216
H -2.7869 -0.4953 -1.0683
*
```



Relative stability in hartree, measured from the most stable structure: #A 0.0000; #B 0.1246



#A
Molecular formula: C4H5F2N
Method: DFT, ωB97M-V/def2-TZVPD

Summary:
HOMO energy (spin up / spin down) ... -9.165 / -9.155 eV

ORCA input file:
```
! wB97M-V def2-TZVPD RIJCOSX def2/J DEFGRID3
* xyz 0 1
C -0.5836 -1.3279 0.1363
C -0.2176 0.0149 -0.4061
C 0.7799 0.5222 0.6389
C 0.8925 -0.6790 1.5183
N 0.0407 -1.6603 1.2215
F 1.5586 -0.6678 2.6308
F 2.6445 -1.9313 0.3650
H -1.2854 -2.0056 -0.3170
H 0.2391 -0.1000 -1.3916
H -1.0971 0.6493 -0.5238
H 1.7421 0.8260 0.2306
H 0.3884 1.3527 1.2319
*
```



#B
Molecular formula: C4H5F2N
Method: DFT, ωB97M-V/def2-TZVPD

Summary:
HOMO energy (spin up / spin down) ... -11.185 / -9.621 eV

ORCA input file:
```
! wB97M-V def2-TZVPD RIJCOSX def2/J DEFGRID3
* xyz 0 1
C 2.3379 -0.8132 -0.2011
C -0.4534 0.9445 -0.9308
C -0.1239 0.5442 0.4442
C -0.7815 -0.6836 0.9931
N 3.1910 -0.6162 -0.9344
F 0.0541 -1.6687 1.3100
F -1.6172 -1.2004 0.0475
H -1.3357 1.6045 -1.0313
H -0.7360 -0.0182 -1.5306
H 0.3172 1.4147 -1.4179
H 0.4726 1.0018 1.3155
H -1.3254 -0.5094 1.9359
*
```



Relative stability in hartree, measured from the most stable structure: #A 0.0000; #B 0.0867



#A
Molecular formula: C3H14O3S
Method: DFT, ωB97M-V/def2-TZVPD

Summary:
SMILES ... CCCS.O.O.O
HOMO energy ... -9.063 eV

ORCA input file:
```
! wB97M-V def2-TZVPD RIJCOSX def2/J DEFGRID3
* xyz 0 1
C -3.0214 -0.1372 -1.3055
C -1.9202 -0.8693 -0.5205
C -1.1407 -1.8623 -1.3450
S 0.5475 -2.3092 -0.6940
H -3.6352 0.3703 -0.5586
H -3.7815 -0.6910 -1.8634
H -2.6952 0.7031 -1.9207
H -1.2755 -0.0244 -0.2645
H -2.3082 -1.3125 0.3926
H -0.9184 -1.4161 -2.3094
H -1.7206 -2.7604 -1.5553
H 1.0842 -1.2074 -1.2523
O 3.4786 0.0514 3.7792
H 4.1458 0.2496 3.0741
H 2.7130 0.1224 3.1750
O 0.2907 2.2219 0.0468
H 1.0594 2.7836 -0.1158
H -0.0904 2.4999 0.8863
O 2.9325 1.1418 1.1846
H 2.9318 0.5339 0.4593
H 3.3237 1.9117 0.7071
*
```



#B
Molecular formula: C3H14O3S
Method: DFT, ωB97M-V/def2-TZVPD

Summary:
SMILES ... CCSC.O.O.O
HOMO energy ... -8.423 eV

ORCA input file:
```
! wB97M-V def2-TZVPD RIJCOSX def2/J DEFGRID3
* xyz 0 1
C 0.2236 0.4176 0.1188
C 0.3671 1.2879 -1.1216
S 1.0398 0.3577 -2.6335
C -0.2825 -0.7930 -3.0588
H 0.7368 -0.5464 0.0210
H -0.8082 0.1813 0.3952
H 0.6138 0.8846 1.0225
H 1.0705 2.1096 -1.0719
H -0.6344 1.4853 -1.4930
H 0.1357 -1.7485 -3.3996
H -0.7733 -0.9171 -2.0937
H -0.9443 -0.5536 -3.8894
O -0.1582 -4.9309 2.1357
H -0.1610 -5.0992 1.2019
H 0.7106 -4.5481 2.2937
O 1.9631 0.1710 3.3850
H 2.3330 -0.6309 3.0063
H 2.3869 0.1544 4.2652
O -2.9043 4.1254 0.2869
H -2.3311 4.1401 -0.4822
H -2.5833 4.4527 1.1115
*
```



Relative stability in hartree, measured from the most stable structure: #A 0.0000; #B 0.0138



#A
Molecular formula: C15H22O7
Method: DFT, ωB97M-V/def2-TZVPD

Summary:
SMILES ... O=C1C=C(O)C(=O)C=C1O.CC(C)=O.CC(C)=O.CC(C)=O
HOMO energy ... -9.177 eV

ORCA input file:
```
! wB97M-V def2-TZVPD RIJCOSX def2/J DEFGRID3
* xyz 0 1
O 0.0940 41.9750 16.8190
C 0.9580 41.2460 17.4090
C 2.3140 41.6140 17.6500
C 3.4570 40.7240 18.2180
O 4.7890 41.0890 18.1180
C 3.0910 39.3450 18.4950
O 3.9200 38.6030 19.0400
C 1.6540 38.9430 18.2650
C 0.5890 39.8340 17.7240
O -0.6860 39.3550 17.5580
H 2.5690 42.6030 17.5270
H 4.7820 41.7670 17.4710
H 1.3950 37.8480 18.5620
H -1.2420 40.2430 17.2650
C 5.9910 40.2140 21.2860
C 7.5190 39.8830 20.9940
C 8.1170 40.3110 19.6140
O 8.1720 39.3120 21.8750
H 5.4770 39.5090 20.7000
H 5.8540 41.1320 20.8320
H 5.6110 40.2670 22.4070
H 9.1120 40.1430 19.5850
H 7.8910 41.4020 19.6020
H 7.6230 39.9320 18.8340
C 2.9220 35.1210 18.2650
C 2.4300 34.0070 17.3160
C 2.1380 34.2620 15.9610
O 2.1710 32.8710 17.8300
H 2.4100 36.0140 17.9740
H 3.9520 35.2560 18.0950
H 2.6610 34.9070 19.2820
H 1.8080 33.4180 15.2410
H 2.9280 34.8550 15.3490
H 1.2050 35.0220 15.8570
C 6.1600 46.0100 15.0330
C 5.0310 45.3970 15.8240
C 3.7210 46.2470 15.6910
O 5.0920 44.4790 16.5970
H 5.9590 46.4730 14.2220
H 6.8650 45.0750 14.6190
H 6.9110 46.6340 15.6490
H 2.8400 45.8570 16.5060
H 3.2230 46.4160 14.7370
H 3.7750 47.1940 16.0190
*
```



#B
Molecular formula: C15H22O7
Method: DFT, ωB97M-V/def2-TZVPD

Summary:
SMILES ... O=C1C=C(O)C(=O)C=C1O.CC(C)=O.CC(C)=O.CC(C)=O
HOMO energy ... -8.953 eV

ORCA input file:
```
! wB97M-V def2-TZVPD RIJCOSX def2/J DEFGRID3
* xyz 0 1
O 0.2710 38.3550 5.4950
C 0.2120 37.8120 4.3110
C 0.4760 38.6390 3.1220
C 0.8440 37.9190 1.7840
O 1.1520 38.5770 0.6080
C 0.6850 36.5250 1.7130
O 0.9770 35.8160 0.7160
C 0.2430 35.7270 2.9040
C 0.0740 36.4370 4.1940
O -0.2630 35.6900 5.2830
H 0.5810 39.7480 3.1860
H 1.3390 39.4520 0.8580
H 0.0580 34.6410 2.7930
H -0.4890 36.4240 5.8670
C -4.0060 37.4750 7.6120
C -3.1830 36.2810 8.1520
C -3.8210 35.2090 8.8400
O -2.0190 36.3130 7.8900
H -5.2410 37.3020 7.6220
H -3.6270 37.8380 6.5470
H -3.9300 38.1790 8.4950
H -2.9200 34.4600 9.0630
H -4.3470 34.6060 7.9540
H -4.7510 35.2850 9.6570
C 5.8650 39.2090 2.0540
C 4.6140 38.3810 1.8130
C 4.4780 37.3010 0.7630
O 3.6820 38.4970 2.6370
H 6.4200 38.8910 1.1780
H 6.6310 38.8130 2.8800
H 5.7280 40.1560 2.4400
H 3.5340 36.8050 0.5500
H 4.9950 36.3990 1.2550
H 5.0660 37.8390 -0.2580
C 0.1560 39.6200 8.7820
C 1.5170 40.3370 8.7910
C 2.5080 40.1590 7.5860
O 1.8560 40.9920 9.8290
H 0.3620 38.3800 9.0780
H -0.1290 39.6170 7.8300
H -0.6550 40.2180 9.3510
H 3.0250 41.1080 7.2540
H 2.0270 39.5970 6.8270
H 3.2300 39.3840 7.6580
*
```



Relative stability in hartree, measured from the most stable structure: #A 0.0000; #B 0.0507



#A
Molecular formula: C18H18N4O3S
Method: DFT, ωB97M-V/def2-TZVPD

Summary:
SMILES ... CCn1c(CNC(=O)c2ccco2)nnc1SCC(=O)c1ccccc1
HOMO energy ... -8.345 eV

ORCA input file:
```
! wB97M-V def2-TZVPD RIJCOSX def2/J DEFGRID3
* xyz 0 1
C -1.3465 -2.5985 -1.9421
C -0.9409 -3.3591 -0.6833
N -0.4293 -2.4603 0.3206
C -1.0876 -1.6959 1.2450
C -2.5631 -1.6577 1.4598
N -3.0777 -0.3345 1.1852
C -3.6750 -0.0376 0.0058
O -3.9538 -0.8766 -0.8333
C -4.0026 1.3846 -0.1620
C -4.6399 2.0180 -1.1981
C -4.6879 3.3852 -0.8530
C -4.0789 3.4851 0.3622
O -3.6612 2.2873 0.7895
N -0.2376 -0.9527 1.8988
N 0.9943 -1.1986 1.4289
C 0.8729 -2.0942 0.4856
S 2.1800 -2.7590 -0.4440
C 3.3498 -1.4105 -0.1218
C 2.8112 -0.1133 -0.7030
O 1.8427 -0.0981 -1.4243
C 3.5380 1.1190 -0.3249
C 2.9368 2.3397 -0.6354
C 3.5557 3.5309 -0.3122
C 4.7886 3.5183 0.3199
C 5.3972 2.3112 0.6267
C 4.7788 1.1158 0.3113
H -1.6084 -3.3041 -2.7251
H -0.5184 -1.9827 -2.2864
H -2.2061 -1.9607 -1.7477
H -1.7929 -3.9033 -0.2673
H -0.1451 -4.0746 -0.9110
H -2.7901 -1.9178 2.4985
H -3.0726 -2.3465 0.7828
H -2.7362 0.4151 1.7672
H -5.0177 1.5493 -2.0828
H -5.1144 4.1817 -1.4269
H -3.8886 4.3259 1.0002
H 3.4790 -1.3268 0.9565
H 4.2875 -1.6912 -0.6020
H 1.9764 2.3268 -1.1286
H 3.0798 4.4697 -0.5531
H 5.2770 4.4476 0.5732
H 6.3599 2.3030 1.1160
H 5.2721 0.1870 0.5523
*
```



#B
Molecular formula: C18H18N4O3S
Method: DFT, ωB97M-V/def2-TZVPD

Summary:
SMILES ... COc1ccccc1NC(=O)CSc1nc2nc(C)cc(C)c2c(=O)[nH]1
HOMO energy ... -8.029 eV

ORCA input file:
```
! wB97M-V def2-TZVPD RIJCOSX def2/J DEFGRID3
* xyz 0 1
C -3.8625 0.4971 2.2662
O -2.9603 1.1202 1.3866
C -2.8230 0.6050 0.1214
C -3.5707 -0.4396 -0.3933
C -3.3495 -0.8813 -1.6905
C -2.3861 -0.2816 -2.4754
C -1.6325 0.7675 -1.9734
C -1.8378 1.2152 -0.6796
N -1.1131 2.2517 -0.0853
C -0.0545 2.9236 -0.5904
O 0.3342 2.8841 -1.7358
C 0.5923 3.8657 0.4348
S 2.3986 3.7691 0.2795
C 2.5419 2.0300 0.2655
N 1.4978 1.3368 0.5372
C 1.5668 -0.0206 0.4196
N 0.4280 -0.6649 0.6539
C 0.4076 -1.9766 0.5240
C -0.8987 -2.6584 0.7754
C 1.5409 -2.7126 0.1686
C 2.7468 -2.0761 -0.0650
C 3.9633 -2.8508 -0.4366
C 2.7699 -0.6736 0.0606
C 3.9675 0.1232 -0.1722
O 5.0786 -0.2728 -0.4494
N 3.7476 1.5004 -0.0526
H -4.8927 0.5658 1.9024
H -3.7787 1.0382 3.2077
H -3.6035 -0.5536 2.4307
H -4.3303 -0.9208 0.2030
H -3.9408 -1.6976 -2.0774
H -2.2149 -0.6256 -3.4838
H -0.8767 1.2399 -2.5773
H -1.2976 2.3205 0.9062
H 0.3374 4.9006 0.2046
H 0.3215 3.6233 1.4603
H -0.7997 -3.3807 1.5841
H -1.2200 -3.1895 -0.1187
H -1.6470 -1.9167 1.0343
H 1.4699 -3.7864 0.0782
H 3.7425 -3.9141 -0.4893
H 4.7547 -2.6786 0.2907
H 4.3469 -2.5102 -1.3967
H 4.5363 2.1047 -0.2528
*
```



Relative stability in hartree, measured from the most stable structure: #A 0.0725; #B 0.0000



#A
Molecular formula: C5H8N2O2S
Method: DFT, ωB97M-V/def2-TZVPD

Summary:
HOMO energy (spin up / spin down) ... -8.230 / -8.232 eV

ORCA input file:
```
! wB97M-V def2-TZVPD RIJCOSX def2/J DEFGRID3
* xyz 0 1
C 0.1336 -0.0358 1.2404
C 0.4012 1.2358 0.8572
C -0.8452 -1.1037 -0.6800
C 1.3168 2.0032 1.8869
C -0.7991 -2.1668 -1.6489
N 0.1142 1.9621 -0.1767
N -0.2774 -1.1309 0.5076
O 0.2013 0.5105 -2.3887
O -1.9813 1.2394 -1.5240
S -0.6507 0.7694 -1.2381
H 0.5128 -0.4006 2.2314
H 1.1694 1.5437 2.7990
H 2.2645 1.8137 1.4031
H 1.0385 3.0363 1.7215
H 0.0984 -2.7418 -1.5582
H -1.6885 -2.8440 -1.8218
H -0.7622 -1.6106 -2.6202
H -0.2463 -2.0798 1.0094
*
```



#B
Molecular formula: C5H8N2O2S
Method: DFT, ωB97M-V/def2-TZVPD

Summary:
HOMO energy ... -9.084 eV

ORCA input file:
```
! wB97M-V def2-TZVPD RIJCOSX def2/J DEFGRID3
* xyz 0 1
C -1.2474 0.0326 0.1539
C 0.8705 1.0850 0.3823
C -0.8011 -0.8781 1.3863
C 1.0858 -0.3672 -0.1927
C 2.2991 -0.4771 -1.2020
N -0.6015 -0.3567 -1.0505
N -2.5741 0.3684 0.1546
O -0.4032 1.3394 0.5314
O 1.7154 1.9102 0.6581
S 0.8495 -1.5601 1.0268
H -0.9165 -0.0802 2.1931
H -1.4404 -1.6587 1.7507
H 2.4609 -1.4815 -1.4165
H 3.0880 0.0890 -0.7970
H 2.0317 0.1149 -2.0942
H -0.5443 0.3734 -1.7286
H -2.9604 0.8830 0.9783
H -2.9120 0.6639 -0.7340
*
```



Relative stability in hartree, measured from the most stable structure: #A 0.1002; #B 0.0000



#A
Molecular formula: C4H12NOPS
Method: DFT, ωB97M-V/def2-TZVPD

Summary:
SMILES ... CO[P@](N)(=S)C(C)C
HOMO energy ... -8.858 eV

ORCA input file:
```
! wB97M-V def2-TZVPD RIJCOSX def2/J DEFGRID3
* xyz 0 1
C -1.7343 1.6125 1.0793
O -1.2984 1.0658 -0.1176
P -0.8631 -0.6240 -0.3367
N -1.1195 -0.7402 -2.0064
S -1.9696 -1.8914 0.6724
C 0.9506 -0.6664 -0.1031
C 1.3289 -0.9169 1.3123
C 1.6218 0.5485 -0.7403
H -2.5668 1.1824 1.5608
H -2.0949 2.6283 0.6657
H -0.7831 1.6541 1.6993
H -0.6111 -0.2138 -2.6628
H -1.6701 -1.4371 -2.4358
H 1.2027 -1.6370 -0.7808
H 0.5225 -1.7154 1.6953
H 2.2679 -1.3291 1.5550
H 1.3267 0.0019 1.8994
H 1.4910 1.4538 -0.2274
H 1.2975 0.6790 -1.6815
H 2.7015 0.3449 -1.0469
*
```



#B
Molecular formula: C4H12NOPS
Method: DFT, ωB97M-V/def2-TZVPD

Summary:
SMILES ... CCP(N)S.CC=O
HOMO energy ... -8.396 eV

ORCA input file:
```
! wB97M-V def2-TZVPD RIJCOSX def2/J DEFGRID3
* xyz 0 1
C -1.4892 -1.5583 1.5303
C -2.1747 -1.3005 0.1983
P -1.4467 0.2642 -0.5873
N -2.8305 0.7870 -1.5894
S -1.7758 1.7705 1.0024
H -0.3585 -1.7899 1.5825
H -1.5517 -0.7345 2.3104
H -1.9434 -2.5273 2.0142
H -3.2439 -1.1321 0.3080
H -2.1345 -2.2169 -0.3830
H -3.8040 0.7117 -1.4243
H -2.7005 1.0211 -2.5633
H -0.5713 2.0748 1.3255
C 3.3222 2.1393 -0.2242
C 2.3369 1.0496 -0.7390
O 1.5232 0.4612 -0.1234
H 4.2561 1.6503 -0.1729
H 3.2819 2.8886 -1.0296
H 3.0546 2.6116 0.6444
H 2.4864 1.0164 -1.8490
*
```



Relative stability in hartree, measured from the most stable structure: #A 0.0000; #B 0.0481